The following is a DFT calculation (wB97M-V/def2-TZVPD) of a gas-phase ion, C7H12NOS (charge +1) in a non-equilibrium geometry.

Geometry as XYZ:
```
22
Properties=species:S:1:pos:R:3:forces:R:3:nbo_charge:R:1
C 0.0978 0.6665 -0.0639 -2.4258 0.0002 -0.0410 -0.189
C 0.6080 -0.5267 0.3977 2.0105 -2.8244 1.5654 -0.375
C 1.0086 1.8151 -0.1572 0.5555 -1.8285 -2.0792 -0.443
C -1.3786 0.7751 -0.4377 1.4711 1.2667 0.8060 -0.224
C -0.2220 -1.8340 0.6152 2.5801 1.8125 -2.1799 -0.468
C -1.4169 -1.5818 -0.2954 2.4811 -2.9325 -3.0993 -0.275
C 2.3008 1.3120 0.5247 0.5221 0.3342 -3.1406 -0.526
N -2.0917 -0.3784 0.1735 0.1403 0.1139 -2.9127 -0.505
O 2.6117 -0.7486 -1.1432 1.6658 -0.3745 -3.6876 -0.588
S 2.4277 -0.5378 0.2858 -4.8644 1.3920 2.7904 1.274
H 1.1389 1.8863 -1.3167 0.2216 1.1707 1.9728 0.226
H 0.6051 2.6545 0.4007 0.2966 0.5853 -0.4523 0.253
H -1.7340 1.6789 0.0165 -0.5711 0.5255 0.5294 0.220
H -1.6698 0.9006 -1.4522 0.0118 -0.5567 -1.3811 0.213
H 0.4732 -2.5935 0.1709 -1.2401 0.0048 0.7406 0.263
H -0.3679 -1.9155 1.6710 -0.6691 -0.7187 0.6214 0.232
H -0.9375 -1.5174 -1.3796 -0.9675 1.0529 2.0944 0.244
H -1.9433 -2.4867 -0.5610 -1.4501 0.0269 1.1884 0.262
H 3.1317 1.7293 -0.0785 0.1536 0.0727 1.5254 0.263
H 2.1606 1.3310 1.5616 0.7350 0.7826 1.5734 0.245
H -1.7043 -0.2741 1.0631 -0.7275 0.0899 2.9399 0.442
H -3.0981 -0.3547 0.0047 0.0705 0.0045 0.6261 0.456
```
Positions in Å, forces in eV/Å.

## Properties
Net charge = +1
Expectation value of S² = 2.01
HOMO (alpha / beta) = -8.598 / -12.635 eV
Calculated total energy = -801.6005 Ha
Spin multiplicity = 3
Energy above the lowest of the compared OMol25 structures with the same formula, charge and spin = 69.0 kcal/mol


The following is a DFT calculation (wB97M-V/def2-TZVPD) of a single C7H12NP molecule in a non-equilibrium geometry.

Geometry as XYZ:
```
21
Properties=species:S:1:pos:R:3:forces:R:3:nbo_charge:R:1
C 2.4109 -0.9485 -0.9010 -0.0735 0.1088 -0.1503 -0.606
C 1.4744 0.2301 -1.1485 0.0215 -0.0394 0.3470 -0.417
C 0.7990 0.7080 0.1436 0.3187 0.0406 -0.4807 -0.236
N -0.3321 -0.0011 0.6215 -1.0359 -0.3624 0.8201 -0.444
C -0.9064 -1.0409 0.1548 0.9042 0.1312 -0.4218 0.076
C -2.1579 -1.4458 0.6575 -0.9068 -0.0091 0.3956 -0.342
C -2.8681 -0.5871 1.4784 0.1016 -0.9464 -0.3213 -0.307
C -2.4520 0.5894 1.9933 1.2620 -0.0022 -0.1292 -0.155
P -1.9521 2.1393 1.4627 -0.5040 0.8261 0.4202 0.421
H 2.9287 -1.2276 -1.8192 0.0259 -0.0878 0.0372 0.209
H 1.8641 -1.8147 -0.5339 0.0306 -0.1029 0.0366 0.202
H 3.1594 -0.6801 -0.1541 0.0335 -0.0475 -0.0039 0.203
H 2.0516 1.0619 -1.5576 -0.0531 0.0159 -0.0551 0.206
H 0.7125 -0.0359 -1.8849 -0.0080 0.0762 -0.0579 0.199
H 0.4567 1.7478 0.0187 0.1047 0.0079 0.0604 0.204
H 1.5348 0.7227 0.9566 0.0191 0.1295 -0.0786 0.201
H -0.4888 -1.6490 -0.6540 0.1084 0.0722 -0.0922 0.165
H -2.5553 -2.4165 0.4114 -0.0741 -0.0654 0.0278 0.216
H -3.7862 -0.9678 1.9178 -0.2370 0.0527 -0.0889 0.264
H -2.5506 2.8953 2.4868 0.0617 0.1859 0.1814 -0.019
H -2.9290 2.5037 0.5205 -0.0995 0.0159 -0.4462 -0.041
```
Positions in Å, forces in eV/Å.

## Properties
Net charge = 0
SMILES = CCC/N=C/C=C\C#[PH2]
HOMO (alpha / beta) = -7.542 / -7.543 eV
Calculated total energy = -669.8608 Ha
Energy above the lowest of the compared OMol25 structures with the same formula, charge and spin = 69.3 kcal/mol


The following is a DFT calculation (wB97M-V/def2-TZVPD) of a single C7H12O molecule in a non-equilibrium geometry.

Geometry as XYZ:
```
20
Properties=species:S:1:pos:R:3:forces:R:3:nbo_charge:R:1
C -0.7507 0.2916 2.5136 1.1022 -0.9312 -0.4231 -0.639
C -0.6916 -0.1044 1.0563 -0.4717 -1.8833 -0.0444 0.091
C 0.7365 -0.5679 0.5636 -0.5020 -2.1093 -1.8370 -0.406
C 0.5890 -0.1475 -1.0320 -0.3796 -0.7393 2.0540 -0.100
C -0.4169 -1.1408 -1.7380 3.2916 1.6496 -1.9669 -0.608
C 0.9298 1.0814 -1.9056 1.1039 -0.0827 0.5316 -0.363
C 0.1098 1.1964 -0.6123 -0.7079 -0.3082 0.7897 0.054
O -1.1227 0.9546 0.2076 0.5033 1.1838 -1.8623 -0.523
H -0.5249 -0.6487 3.1008 -1.2384 1.1175 -0.1279 0.218
H 0.0886 0.8968 2.7276 1.1633 0.9916 0.2532 0.194
H -1.5958 0.9559 2.6471 -0.6137 -0.7318 0.7009 0.238
H -1.4250 -0.9773 0.9984 0.7149 1.0008 -0.5185 0.163
H 0.8863 -1.6882 0.6969 -0.2057 1.2921 -0.0113 0.213
H 1.4635 -0.0321 1.1465 0.6745 0.1745 -0.1822 0.208
H -0.5585 -0.8123 -2.8456 -0.3788 -0.6045 2.1228 0.209
H 0.1633 -2.0649 -1.7835 -0.2293 -0.1894 -0.1078 0.213
H -1.2550 -1.2984 -1.1487 -1.9241 -0.1404 0.5811 0.214
H 1.9673 1.5399 -1.7621 -1.7508 -0.2521 -0.4614 0.230
H 0.5839 0.9828 -2.9494 0.1300 0.1858 0.8308 0.236
H 0.8233 1.5830 0.1190 -0.2819 0.3768 -0.3212 0.158
```
Positions in Å, forces in eV/Å.

## Properties
Net charge = 0
SMILES = C[C@@H]1C[C@@]2(C)C[C@H]2O1
HOMO = -8.607 eV
Calculated total energy = -348.9710 Ha
Energy above the lowest of the compared OMol25 structures with the same formula, charge and spin = 111.5 kcal/mol


The following is a DFT calculation (wB97M-V/def2-TZVPD) of a single C7H12O molecule in a non-equilibrium geometry.

Geometry as XYZ:
```
20
Properties=species:S:1:pos:R:3:forces:R:3:nbo_charge:R:1
C 2.9926 -0.0767 0.2299 -2.4464 -0.0633 0.7597 -0.528
C 1.8638 -0.1918 0.9126 -1.2494 0.6718 1.0533 0.324
O 1.7644 -0.5663 2.2345 -1.0764 -0.3190 -0.5518 -0.686
C 0.4573 0.1715 0.5869 0.7916 0.7042 -0.8828 -0.292
C -0.0565 0.6574 -0.5247 -1.4301 0.9531 -3.6628 -0.118
C -1.5429 1.1288 -0.7612 0.8188 3.4381 -2.1216 -0.422
C -2.6804 0.2742 -1.4895 2.4588 -1.2149 5.0639 -0.394
C -2.3043 -1.1730 -1.0072 1.8736 -0.6521 -1.7592 -0.638
H 3.0858 0.3813 -0.6704 -0.5540 1.2542 -2.7019 0.205
H 3.8479 -0.5514 0.4534 2.9407 -1.4591 1.6860 0.196
H 2.5655 -0.8447 2.6240 1.6568 -0.3886 0.3672 0.479
H -0.2370 0.1086 1.3907 -0.2005 -0.2622 0.8007 0.221
H 0.4517 0.8812 -1.5611 -0.1255 -0.9231 2.4408 0.200
H -1.2592 2.1302 -1.5191 -1.3351 -2.3464 2.4201 0.194
H -2.1319 1.4771 0.1329 1.4931 -0.0717 -0.4674 0.213
H -3.5323 0.6169 -0.9192 -0.6276 -0.1149 -0.3926 0.197
H -2.8506 0.3879 -2.4960 0.0926 0.1704 -2.3234 0.205
H -3.1360 -1.8254 -0.9223 -0.9849 -0.4510 0.8576 0.209
H -1.8092 -1.6709 -1.8884 0.0043 0.5060 0.6567 0.206
H -1.4880 -1.3033 -0.1806 -2.1006 0.5683 -1.2424 0.228
```
Positions in Å, forces in eV/Å.

## Properties
Net charge = 0
SMILES = C=C(O)/C=C/CCC
HOMO = -8.561 eV
Calculated total energy = -349.0243 Ha
Energy above the lowest of the compared OMol25 structures with the same formula, charge and spin = 78.0 kcal/mol